## a
Entry from the OMol25 dataset: 2 unconnected molecules or ions with the total composition C4H8O3 (ωB97M-V/def2-TZVPD).

```
15
Properties=species:S:1:pos:R:3:lowdin_charge:R:1
O -0.59 2.01 0.17 0.155
C 0.45 1.49 0.31 -0.170
C 1.68 1.02 0.45 -0.189
O 2.70 1.91 0.75 -0.031
H 1.86 -0.05 0.46 0.110
H 3.10 2.19 -0.09 0.094
C -1.53 -0.91 0.73 -0.114
O -0.35 -0.91 -0.04 -0.289
C -0.61 -0.87 -1.42 -0.117
H -1.23 -0.86 1.78 0.098
H -2.11 -1.82 0.55 0.091
H -2.15 -0.03 0.50 0.087
H -1.16 -1.76 -1.75 0.091
H 0.36 -0.83 -1.93 0.093
H -1.18 0.03 -1.69 0.092
```

orbital gap: 9.277 eV
LUMO energy: 0.620 eV


## b
Entry from the OMol25 dataset: a single C4H8O3 molecule (ωB97M-V/def2-TZVPD).

```
15
Properties=species:S:1:pos:R:3:lowdin_charge:R:1
O 0.71 -0.95 -1.26 0.090
C 0.48 0.05 -0.61 -0.383
C -0.23 1.22 -1.25 -0.208
O -0.50 0.98 -2.59 -0.039
C 0.76 0.12 0.88 -0.098
C -0.08 -0.95 1.58 -0.248
O -1.41 -0.98 1.10 -0.057
H -1.15 1.37 -0.67 0.138
H 0.38 2.13 -1.12 0.137
H -0.15 0.09 -2.77 0.083
H 1.83 -0.06 1.05 0.131
H 0.51 1.12 1.25 0.120
H 0.41 -1.92 1.47 0.123
H -0.14 -0.72 2.65 0.120
H -1.41 -1.52 0.29 0.093
```

orbital gap: 11.180 eV
LUMO energy: 0.795 eV


## c
Entry from the OMol25 dataset: a single C4H8O3 molecule (ωB97M-V/def2-TZVPD).

```
15
Properties=species:S:1:pos:R:3:lowdin_charge:R:1
C 0.00 -2.05 0.27 -0.050
C 0.02 -0.54 0.48 -0.444
O 1.33 -0.23 0.87 -0.040
C -0.40 0.13 -0.84 -0.097
O -0.82 1.52 -0.82 -0.009
C -0.16 2.48 -0.19 -0.321
O 0.78 2.38 0.56 0.071
H 0.67 -2.32 -0.56 0.089
H -1.00 -2.44 0.07 0.082
H 0.40 -2.53 1.17 0.086
H -0.71 -0.27 1.25 0.153
H 1.37 0.74 0.97 0.053
H -1.29 -0.37 -1.23 0.132
H 0.42 0.04 -1.56 0.144
H -0.60 3.45 -0.46 0.150
```

orbital gap: 11.012 eV
LUMO energy: 0.830 eV


## d
Entry from the OMol25 dataset: a molecular structure, C4H8O3 (ωB97M-V/def2-TZVPD).

```
15
Properties=species:S:1:pos:R:3:lowdin_charge:R:1
O -2.28 1.35 -0.17 0.144
C -2.00 0.23 0.15 -0.508
O -3.03 -0.60 0.58 0.055
C -0.61 -0.32 0.22 -0.145
C 0.46 0.54 -0.46 -0.124
C 1.89 -0.20 -0.13 -0.375
O 2.82 0.74 -0.42 -0.033
H -3.00 -0.63 1.54 0.111
H -0.75 -1.30 -0.26 0.131
H -0.33 -0.59 1.24 0.126
H 0.27 0.67 -1.52 0.121
H 0.53 1.40 0.20 0.119
H 1.78 -0.45 0.93 0.113
H 1.83 -1.19 -0.60 0.125
H 2.44 0.36 -1.31 0.140
```

orbital gap: 10.609 eV
LUMO energy: 0.500 eV


Order of stability, best first: c, b, d, a


## a
Entry from the OMol25 dataset: a single C4H8O3 molecule (ωB97M-V/def2-TZVPD).

```
15
Properties=species:S:1:pos:R:3:lowdin_charge:R:1
O 0.86 0.86 1.87 -0.070
C 1.41 -0.17 1.06 -0.272
C 1.05 0.08 -0.38 -0.041
C -0.19 0.03 -0.85 -0.307
O -0.53 0.30 -2.15 0.044
C -1.41 -0.41 -0.08 -0.192
O -2.58 0.28 -0.46 -0.041
H 1.09 0.67 2.79 0.088
H 1.04 -1.15 1.38 0.117
H 2.50 -0.19 1.15 0.112
H 1.86 0.36 -1.06 0.108
H 0.24 0.65 -2.61 0.118
H -1.54 -1.50 -0.22 0.134
H -1.25 -0.22 0.98 0.121
H -2.54 0.39 -1.42 0.082
```

orbital gap: 9.748 eV
LUMO energy: 0.740 eV


## b
Entry from the OMol25 dataset: 2 unconnected molecules or ions with the total composition C4H8O3 (ωB97M-V/def2-TZVPD).

```
15
Properties=species:S:1:pos:R:3:lowdin_charge:R:1
C 1.71 -0.11 1.22 -0.111
C 0.34 0.47 1.12 -0.157
C -0.76 -0.26 0.94 -0.265
O -2.01 0.30 0.90 -0.020
H 2.42 0.42 0.57 0.070
H 2.11 -0.05 2.24 0.070
H 1.72 -1.17 0.92 0.072
H 0.22 1.55 1.19 0.114
H -0.72 -1.34 0.84 0.129
H -2.46 -0.07 0.13 0.076
O -1.75 -0.43 -1.81 0.044
C -0.56 -0.36 -1.97 -0.396
O 0.12 0.76 -2.20 0.090
H 0.13 -1.22 -1.96 0.150
H -0.52 1.50 -2.14 0.133
```

orbital gap: 9.679 eV
LUMO energy: 0.797 eV


Order of stability, best first: b, a


## a
Entry from the OMol25 dataset: a molecular structure, C47H38N4O7PSV (ωB97M-V/def2-TZVPD).

```
99
Properties=species:S:1:pos:R:3:lowdin_spin:R:1
V 0.33 -0.85 0.36 2.698
C 0.77 5.68 1.20 0.000
C 1.08 4.79 0.18 0.000
C 0.97 3.43 0.39 0.002
C 0.57 2.93 1.63 0.005
C 0.23 3.83 2.64 0.000
C 0.33 5.19 2.43 0.000
P 0.49 1.12 1.84 0.057
C -0.91 0.92 3.02 0.010
C -0.77 0.26 4.23 0.002
C -1.88 0.01 5.03 0.000
C -3.14 0.43 4.62 0.002
C -3.28 1.09 3.41 0.000
C -2.18 1.33 2.60 0.003
C 1.93 0.74 2.90 0.004
C 2.58 1.65 3.71 0.002
C 3.63 1.24 4.55 -0.002
C 4.01 -0.07 4.58 0.001
C 3.39 -1.03 3.75 0.000
C 3.80 -2.39 3.74 0.016
C 3.20 -3.28 2.90 0.000
C 2.17 -2.85 2.02 0.019
C 1.71 -1.55 1.96 0.004
C 2.34 -0.63 2.88 0.007
H 0.84 6.75 1.04 0.000
H 1.38 5.16 -0.79 0.000
H 1.14 2.74 -0.43 0.002
H -0.14 3.45 3.59 0.000
H 0.07 5.88 3.22 0.000
H 0.21 -0.07 4.56 0.000
H -1.76 -0.51 5.97 0.000
H -4.01 0.23 5.23 0.000
H -4.26 1.41 3.07 0.000
H -2.28 1.81 1.63 0.000
H 2.28 2.69 3.70 0.000
H 4.13 1.97 5.18 0.000
H 4.82 -0.39 5.24 0.000
H 4.60 -2.70 4.41 0.001
H 3.51 -4.32 2.89 0.000
H 1.75 -3.59 1.34 0.001
C 4.81 -0.76 0.39 0.000
C 4.26 0.29 -0.50 0.001
N 4.85 1.40 -0.82 0.000
N 3.99 2.00 -1.70 0.000
C 2.87 1.28 -1.96 0.002
S 1.62 1.58 -3.01 0.002
N 3.06 0.19 -1.16 0.009
N 2.10 -0.83 -1.04 0.023
H 5.79 -0.44 0.72 0.000
H 4.91 -1.70 -0.14 0.000
H 4.17 -0.92 1.25 0.000
H 4.21 2.88 -2.12 0.000
H 1.77 -1.05 -1.99 0.002
H 2.56 -1.65 -0.66 0.003
O -1.24 -1.90 1.49 0.021
C -1.81 -2.98 0.73 0.003
C -0.71 -3.56 -0.23 0.007
O -0.82 -4.69 -0.66 0.009
O 0.23 -2.73 -0.49 0.017
C -2.95 -2.38 -0.10 0.000
C -3.66 -1.30 0.40 0.000
C -4.69 -0.74 -0.34 0.000
C -5.04 -1.27 -1.57 0.000
C -4.34 -2.37 -2.06 0.000
C -3.30 -2.92 -1.33 0.000
C -2.41 -4.00 1.70 0.000
C -2.56 -3.68 3.05 0.000
C -3.13 -4.58 3.94 0.000
C -3.58 -5.82 3.49 0.000
C -3.45 -6.13 2.14 0.000
C -2.87 -5.24 1.26 0.000
H -0.58 -2.27 2.10 0.002
H -3.38 -0.87 1.35 0.000
H -5.22 0.12 0.05 0.000
H -5.83 -0.82 -2.16 0.000
H -4.59 -2.78 -3.03 0.000
H -2.74 -3.76 -1.73 0.000
H -2.25 -2.71 3.42 0.000
H -3.24 -4.31 4.98 0.000
H -4.03 -6.52 4.18 0.000
H -3.80 -7.09 1.78 0.000
H -2.76 -5.49 0.21 0.000
O -1.56 1.91 -0.39 0.011
C -1.59 0.97 -1.19 0.012
O -1.05 -0.17 -1.03 0.037
C -2.38 1.12 -2.47 -0.001
C -3.12 2.27 -2.69 0.001
C -3.90 2.43 -3.84 0.000
C -3.88 1.39 -4.74 0.001
O -4.53 1.30 -5.96 0.000
C -4.41 -0.07 -6.30 0.000
O -3.28 -0.59 -5.62 0.000
C -3.13 0.25 -4.53 0.000
C -2.36 0.08 -3.41 0.001
H -3.09 3.04 -1.93 0.000
H -4.49 3.32 -4.02 0.000
H -4.26 -0.17 -7.38 0.000
H -5.31 -0.60 -5.97 0.000
H -1.78 -0.81 -3.23 0.000
```

orbital gap (alpha / beta): 6.646 / 8.069 eV
⟨S²⟩: 3.760
LUMO energy (alpha / beta): 2.462 / 2.453 eV
charge: -1
spin multiplicity: 4


## b
Entry from the OMol25 dataset: a molecular structure, C47H38N4O7PSV (ωB97M-V/def2-TZVPD).

```
99
Properties=species:S:1:pos:R:3:lowdin_spin:R:1
V 0.48 -0.24 -1.53 2.735
C 3.48 -0.63 4.10 -0.001
C 2.84 -1.49 3.21 0.000
C 2.47 -1.04 1.95 0.000
C 2.74 0.28 1.57 0.003
C 3.38 1.13 2.47 0.000
C 3.74 0.68 3.73 0.000
P 2.27 0.74 -0.13 0.045
C 2.03 2.55 -0.07 0.009
C 2.46 3.35 -1.12 0.004
C 2.06 4.68 -1.20 0.000
C 1.22 5.22 -0.23 0.002
C 0.78 4.42 0.82 0.000
C 1.19 3.10 0.91 0.003
C 3.77 0.47 -1.11 0.003
C 5.02 0.80 -0.67 0.004
C 6.14 0.58 -1.50 -0.003
C 5.96 0.05 -2.75 0.002
C 4.68 -0.30 -3.23 0.000
C 4.49 -0.84 -4.53 0.021
C 3.23 -1.15 -4.94 0.000
C 2.12 -0.96 -4.09 0.025
C 2.20 -0.47 -2.81 -0.001
C 3.54 -0.11 -2.39 0.007
H 3.76 -0.98 5.08 0.000
H 2.62 -2.51 3.50 0.000
H 1.93 -1.69 1.27 0.000
H 3.58 2.16 2.18 0.000
H 4.23 1.35 4.42 0.000
H 3.09 2.93 -1.89 0.000
H 2.39 5.29 -2.03 0.000
H 0.89 6.25 -0.30 0.000
H 0.11 4.82 1.57 0.000
H 0.84 2.48 1.73 0.000
H 5.16 1.23 0.32 0.000
H 7.13 0.84 -1.15 0.000
H 6.81 -0.11 -3.40 0.000
H 5.36 -0.99 -5.16 0.001
H 3.08 -1.56 -5.94 -0.001
H 1.15 -1.24 -4.49 0.002
C -2.89 -2.35 -4.91 0.000
C -2.35 -0.97 -4.87 0.000
N -2.62 -0.01 -5.69 0.000
N -1.91 1.06 -5.19 0.002
C -1.22 0.77 -4.08 0.005
S -0.30 1.78 -3.11 0.011
N -1.47 -0.55 -3.90 0.005
N -1.00 -1.26 -2.81 0.017
H -3.59 -2.43 -5.73 0.000
H -3.40 -2.57 -3.97 0.000
H -2.10 -3.09 -5.03 0.000
H -1.97 1.96 -5.63 0.000
H -1.76 -1.26 -2.08 0.003
H -0.72 -2.21 -3.05 0.003
O -1.01 0.96 -0.02 0.028
C -2.33 1.00 0.56 0.004
C -3.39 0.27 -0.34 0.000
O -4.55 0.66 -0.22 0.000
O -2.97 -0.73 -0.99 0.002
C -2.34 0.26 1.90 0.000
C -1.19 -0.34 2.40 0.000
C -1.21 -0.99 3.62 0.000
C -2.38 -1.05 4.36 0.000
C -3.54 -0.48 3.85 0.000
C -3.52 0.17 2.63 0.000
C -2.65 2.48 0.70 0.000
C -2.54 3.16 1.91 0.000
C -2.69 4.54 1.96 0.000
C -2.93 5.26 0.80 0.000
C -3.03 4.59 -0.41 0.000
C -2.90 3.21 -0.46 0.000
H -0.65 1.85 0.06 0.002
H -0.28 -0.32 1.81 0.000
H -0.30 -1.45 3.99 0.000
H -2.39 -1.56 5.32 0.000
H -4.47 -0.55 4.41 0.000
H -4.43 0.60 2.22 0.000
H -2.34 2.61 2.82 0.000
H -2.60 5.06 2.91 0.000
H -3.04 6.34 0.84 0.000
H -3.22 5.14 -1.33 0.000
H -2.97 2.69 -1.40 0.000
O -0.33 -3.67 -1.65 0.010
C -0.20 -3.09 -0.57 0.010
O 0.36 -1.96 -0.37 0.035
C -0.69 -3.75 0.70 0.000
C 0.15 -4.56 1.45 0.000
C -0.27 -5.13 2.66 0.000
C -1.55 -4.85 3.06 0.000
O -2.20 -5.28 4.20 0.000
C -3.50 -4.70 4.13 0.000
O -3.61 -3.97 2.92 0.000
C -2.39 -4.06 2.30 0.000
C -2.00 -3.47 1.13 0.000
H 1.15 -4.76 1.08 0.000
H 0.38 -5.76 3.25 0.000
H -3.64 -4.03 4.98 0.000
H -4.25 -5.50 4.14 0.000
H -2.64 -2.82 0.55 0.000
```

orbital gap (alpha / beta): 6.581 / 7.729 eV
⟨S²⟩: 3.764
LUMO energy (alpha / beta): 2.417 / 2.416 eV
charge: -1
spin multiplicity: 4


Order of stability, best first: a, b


## a
Entry from the OMol25 dataset: a single C2H2N4O2 molecule (ωB97M-V/def2-TZVPD).

```
10
Properties=species:S:1:pos:R:3:lowdin_charge:R:1
C -1.86 -0.17 0.00 -0.022
N -0.90 -0.99 -0.04 0.034
N 0.39 -0.57 0.17 -0.061
N 1.53 -1.35 0.02 0.095
N 2.51 -0.62 -0.08 0.065
O 2.16 0.76 -0.02 0.084
C 0.83 0.80 0.10 -0.466
O 0.11 1.78 -0.03 0.089
H -1.79 0.89 0.17 0.054
H -2.97 -0.54 -0.29 0.128
```

orbital gap: 10.778 eV
LUMO energy: 0.219 eV


## b
Entry from the OMol25 dataset: a single C2H2N4O2 molecule (ωB97M-V/def2-TZVPD).

```
10
Properties=species:S:1:pos:R:3:lowdin_charge:R:1
H 0.81 -0.42 2.67 0.097
N 0.74 -1.19 1.93 0.142
C 0.39 -0.73 0.81 -0.613
N 0.47 -1.58 -0.25 0.142
N -0.11 -1.19 -1.29 0.138
O -0.71 0.19 -1.38 0.027
C -0.35 1.02 -0.31 -0.418
O -0.60 2.27 -0.39 0.205
N 0.32 0.60 0.77 0.159
H -0.44 2.60 0.47 0.122
```

orbital gap: 9.103 eV
LUMO energy: -0.796 eV


## c
Entry from the OMol25 dataset: a single C2H2N4O2 molecule (ωB97M-V/def2-TZVPD).

```
10
Properties=species:S:1:pos:R:3:lowdin_charge:R:1
O 0.02 1.04 2.29 0.164
C 0.00 0.66 1.23 -0.571
N 0.79 1.63 0.37 0.173
N 1.00 1.04 -0.75 0.120
C 0.10 0.03 -1.30 -0.560
O 0.09 0.02 -2.48 0.126
N -0.24 -1.02 -0.51 0.069
N -0.51 -0.52 0.75 0.063
H -0.93 -1.56 -1.12 0.196
H -0.33 -1.31 1.52 0.219
```

orbital gap: 8.879 eV
LUMO energy: -1.082 eV


## d
Entry from the OMol25 dataset: a single C2H2N4O2 molecule (ωB97M-V/def2-TZVPD).

```
10
Properties=species:S:1:pos:R:3:lowdin_charge:R:1
O 4.28 1.10 -0.02 0.171
N 3.81 0.03 -0.03 -0.315
O 4.20 -1.07 0.02 0.154
N 2.18 -0.05 0.04 -0.143
N 1.56 1.12 0.07 0.110
C 0.27 0.71 -0.03 -0.117
C 0.26 -0.71 0.04 -0.149
N 1.49 -1.11 0.06 0.075
H -0.54 1.30 0.26 0.080
H -0.57 -1.48 -0.17 0.134
```

orbital gap: 10.297 eV
LUMO energy: -0.352 eV


Order of stability, best first: b, a, c, d